Entry from the Open Molecules 2025 dataset: a structure of composition C39H51Br2CuN6O3STe (ωB97M-V/def2-TZVPD).

Geometry as XYZ:
```
104
Properties=species:S:1:pos:R:3:forces:R:3
C 3.0740 1.0359 0.1553 0.0709 0.3621 -0.1146
C 3.3110 4.9614 0.5098 0.0297 -0.0978 0.0516
H 0.3494 -4.4790 1.1017 0.0296 -0.0008 0.0422
C 1.9664 -2.8265 -5.7079 0.0145 0.0011 -0.0459
C 0.8257 0.1673 -3.3647 0.1772 -0.1161 0.1008
H 0.4454 -0.6809 -6.5350 -0.0452 0.0230 -0.0047
C -4.7424 2.6917 -0.2005 0.0077 -0.0150 0.0535
H 4.6447 6.4959 -0.1390 -0.0163 -0.0464 -0.0034
H 3.8044 0.0432 -5.0096 0.0111 -0.0314 0.0155
H 4.4296 3.9395 7.3448 -0.0162 0.0163 -0.0080
H 2.8079 -3.4970 -5.8914 -0.0316 0.0282 0.0140
C 2.7435 2.2841 4.0626 -0.0570 -0.1494 -0.1578
C 4.2402 4.6487 1.6577 -0.0987 -0.0210 -0.0500
H 3.9260 0.7107 3.1896 0.0822 0.0123 -0.0693
H 2.9506 0.2168 4.5830 -0.0111 0.0414 -0.0524
H -2.3502 -3.8701 -1.5897 -0.0046 -0.0036 0.0501
C 1.7735 5.7259 -1.6989 0.1015 0.0123 -0.0079
C 3.5161 -0.0801 -0.7659 -0.1370 -0.0851 -0.0796
H 2.7918 4.3574 7.8493 0.0311 0.0122 -0.0128
Br -5.7815 3.5467 2.7122 0.0338 -0.0082 -0.0183
C -3.0981 1.8173 -1.7169 0.1283 0.0633 0.0357
C 2.9649 6.3901 -1.4439 0.0120 0.0487 -0.0441
C 1.6560 4.4467 3.7523 0.0046 0.0096 0.0258
H -5.6864 3.1796 -0.0009 -0.0045 0.0136 -0.0017
H -4.9816 2.6926 -2.3144 0.0403 0.0028 0.0317
H 1.1601 -3.0935 -6.3941 0.0201 -0.0128 0.0259
H 4.4740 7.7521 -2.1587 -0.0199 -0.0010 -0.0097
C 3.5371 4.4978 7.0622 -0.0735 -0.0629 -0.0755
C -2.6363 1.6245 -3.1370 0.0248 0.0077 0.1108
N -2.3130 1.4332 -0.7338 -0.1123 0.1246 0.1736
H 3.8305 2.0636 5.8892 -0.0230 0.0125 -0.0352
H -0.2571 4.9281 2.8696 -0.0024 -0.0008 -0.0308
C -4.1969 2.6065 2.2347 -0.1331 0.0460 0.0578
O -0.7707 0.4701 1.3217 -0.3386 0.1743 0.0887
N 0.5367 -0.4630 -4.5003 -0.0774 -0.0076 -0.2544
C 1.2016 -0.4173 -5.7990 0.1306 -0.1643 -0.0222
H 1.6228 0.8801 -3.2226 -0.0601 -0.0419 -0.0305
H -1.5397 -4.8041 -0.3270 0.0134 0.0114 -0.0111
N 1.7359 1.2184 0.2277 0.3694 0.0854 0.4269
H -1.1557 -3.2385 2.7230 0.0227 -0.0109 0.0097
C -2.7066 1.6451 0.5561 -0.1482 0.0248 -0.0606
C 2.0181 3.1759 3.2739 -0.0547 -0.1661 0.0667
H 1.1125 5.6991 2.0550 -0.0201 -0.0022 0.0282
C -1.4630 -3.9175 -0.9578 0.0409 0.0179 0.0212
C 2.1758 4.8515 4.9748 0.0132 -0.0257 0.0492
H -3.5700 2.4392 4.2609 0.0085 -0.0361 -0.0207
C 3.7079 5.9887 -0.3479 0.0152 0.0577 -0.0045
H 1.5175 0.6102 -5.9737 -0.0199 0.0493 0.0311
H 5.1895 5.1630 1.5050 -0.0306 -0.0289 -0.0143
Te 1.1566 2.7374 1.3743 0.0097 0.4733 -0.4269
O 3.9237 1.7090 0.7527 -0.3157 -0.2471 0.0806
C 0.7220 5.3892 3.0263 0.0966 -0.0698 0.0183
H -0.7898 4.3559 -0.5516 -0.0121 -0.0598 0.0292
H 4.1954 -0.7292 -0.2125 -0.0008 0.0143 -0.0394
H 0.1635 -2.1480 3.1368 -0.0293 -0.0458 -0.0110
C -4.3503 2.4249 -1.4755 -0.0474 0.0299 -0.0798
C -1.3302 -2.6424 -0.1380 0.1470 0.0088 -0.0194
H 4.0759 0.3485 -1.6014 0.0028 0.0184 0.0623
H -0.5923 -4.0270 -1.6076 -0.0391 0.0075 -0.0101
S 0.4148 -2.2492 0.2548 -0.0423 -0.3209 -0.0944
H -0.3078 4.3780 -2.2444 0.0218 0.0199 0.0230
H 0.5689 6.2879 3.6210 -0.0071 -0.0110 0.0219
H 2.6791 -0.6741 -1.1325 0.0533 -0.0403 0.0102
H -2.7211 0.5762 -3.4237 0.0181 -0.0148 -0.0299
H 3.2865 7.2760 -3.3812 0.0084 0.0119 0.0177
H 0.0418 2.9708 -1.2509 -0.0189 -0.0999 0.0081
O 1.2368 -2.6920 -0.9225 -0.0753 -0.0197 0.0913
Br -1.0580 0.9077 4.3081 0.0258 0.0516 -0.0087
N -0.8242 -1.1484 -3.0407 0.1496 0.1049 -0.1794
C 2.0999 4.3041 0.2338 -0.1456 0.0972 -0.1670
H 3.8322 4.9829 2.6122 0.0247 0.0198 -0.0290
C -3.3515 2.2066 3.2272 0.0326 -0.0525 -0.0055
C 2.9955 4.0262 5.7364 0.0347 0.0657 0.0684
H 1.7325 -3.5307 1.6739 -0.0129 -0.0438 -0.0188
N -0.5080 -1.2786 -4.2765 0.1180 0.0966 0.3285
H -3.2379 2.2216 -3.8219 0.0138 -0.0204 0.0071
C -2.2000 1.4816 2.9069 0.1265 -0.0976 -0.2048
C 3.4222 7.5219 -2.3269 -0.0353 -0.0521 0.0543
H 4.4243 3.5791 1.7211 -0.0243 -0.0179 0.0262
C 3.4977 -1.0007 -4.8982 -0.0463 0.0123 -0.0587
H -1.5911 1.9225 -3.2356 -0.0213 -0.0376 -0.0010
C -0.0728 -3.1691 2.8265 0.0577 0.0333 -0.0615
H 1.6169 -3.0045 -4.6885 0.0016 -0.0006 -0.0237
H 2.8434 8.4259 -2.1229 0.0176 -0.0133 -0.0115
N -0.0046 -0.2526 -2.4428 -0.1488 -0.0837 -0.2072
C -0.0004 4.0601 -1.2476 0.1179 0.0954 0.0808
C 1.3274 4.6951 -0.8838 -0.0893 -0.1254 0.1182
C 2.3987 -1.3743 -5.8930 -0.0799 0.0178 0.2364
H 4.3765 -1.6280 -5.0535 -0.0221 0.0269 0.0171
H 1.1733 6.0182 -2.5552 0.0052 -0.0280 0.0234
H 0.2251 -3.8491 3.6255 0.0164 0.0063 -0.0289
H 2.1929 0.4805 3.0096 -0.0487 -0.0476 -0.0253
H 3.1651 -1.1595 -3.8684 0.0321 -0.0068 -0.0306
C 2.9671 0.8406 3.6872 -0.0042 0.1596 -0.0873
C -1.8307 1.1405 1.5983 0.1786 -0.0574 0.1419
H 3.7869 5.5582 7.0283 0.0061 -0.0097 0.0083
H -1.6854 -1.7728 -0.6885 -0.0160 0.0144 -0.0054
H -1.8628 -2.6790 0.8132 -0.0036 0.0883 -0.0561
Cu -0.0271 0.4580 -0.6032 -0.0427 -0.0543 0.2534
H 2.7857 -1.2443 -6.9071 -0.0007 0.0126 -0.0399
C 3.2448 2.7431 5.2768 -0.0138 0.0009 0.0575
C 0.6508 -3.5214 1.5297 -0.0132 0.1526 0.0471
H 1.9265 5.8400 5.3479 -0.0087 -0.0222 -0.0206
C -3.9083 2.3286 0.8796 0.1516 -0.0629 -0.1199
```
Forces are in eV/Å.

Properties
ΔE to the lowest compared entry with this formula, charge and spin = 0.000 eV
frontier orbital gap = 7.093 eV